Entry from OMol25: a cluster of 3 separate species, C2H12N2O2 in total (wB97M-V/def2-TZVPD).

Its total charge is 0. For the electronic energy, the calculation gives -9343.8416 eV. Its LUMO energy is 0.797 eV. For the energy above the lowest of the compared OMol25 structures with the same formula, charge and spin, the calculation gives 8.3 kcal per mole. Its SMILES is NCCN.O.O.

Last columns: bonded neighbours and bond lengths (Å).
Geometry (Å):
1 N 1.228 -1.417 -0.665  C2 1.462, H5 1.011, H6 1.008
2 C -0.202 -1.224 -0.431  N1 1.462, C3 1.520, H7 1.091, H8 1.100
3 C -0.757 0.189 -0.499  C2 1.520, N4 1.480, H9 1.095, H10 1.101
4 N -0.291 1.110 0.561  C3 1.480, H11 1.018, H12 1.023
5 H 1.700 -1.968 0.039  N1 1.011
6 H 1.419 -1.812 -1.573  N1 1.008
7 H -0.741 -1.871 -1.125  C2 1.091
8 H -0.531 -1.596 0.550  C2 1.100
9 H -1.843 0.063 -0.435  C3 1.095
10 H -0.576 0.602 -1.504  C3 1.101
11 H -0.769 1.988 0.366  N4 1.018
12 H 0.727 1.143 0.467  N4 1.023
13 H 2.229 0.282 -0.680  O15 0.974
14 H 3.621 0.818 -0.473  O15 0.968
15 O 2.696 1.103 -0.441  H13 0.974, H14 0.968
16 H -3.018 0.648 2.593  O18 0.971
17 H -1.961 0.990 1.577  O18 0.976
18 O -2.931 0.950 1.674  H16 0.971, H17 0.976

Atom-resolved charges from Mulliken, all expressed in e: N -0.5764; C -0.5888; C -0.5107; N -0.6618; H 0.2115; H 0.2244; H 0.3315; H 0.2901; H 0.4002; H 0.3348; H 0.2280; H 0.2028; H 0.4126; H 0.3074; O -0.7077; H 0.3326; H 0.4477; O -0.6782